The following is a DFT calculation (ωB97M-V with the def2-TZVPD basis set) of the molecule C23H30N2O6S at a distorted geometry.

As for the SMILES: COc1ccc(CCNC(=O)C2CCN(S(=O)(=O)c3cc(OC)ccc3OC)CC2)cc1. As for the total charge: 0. As for the total energy: -50437.9530 eV. Its max |F| is 1.1 eV Å⁻¹. The spin multiplicity is 1. The orbital gap is 9.055 eV. The HOMO energy comes out at -8.436 eV.

XYZ file:
```
62
Properties=species:S:1:pos:R:3:lowdin_charge:R:1
C -0.296 -3.159 -2.626 -0.0704
O -0.358 -3.048 -1.222 -0.1257
C -1.449 -2.464 -0.652 -0.2854
C -2.596 -2.086 -1.337 -0.0244
C -3.648 -1.504 -0.648 -0.0527
C -3.589 -1.286 0.719 -0.2448
C -4.720 -0.611 1.445 -0.1337
C -4.334 0.811 1.879 -0.1689
N -3.843 1.591 0.768 0.0698
C -2.573 2.059 0.716 -0.4617
O -1.825 1.999 1.668 0.0768
C -2.211 2.656 -0.643 -0.2254
C -0.965 3.547 -0.590 -0.1080
C 0.303 2.739 -0.321 -0.1895
N 0.418 1.662 -1.279 -0.2089
S 1.900 0.937 -1.439 0.7030
O 2.870 1.959 -1.699 -0.2684
O 1.740 -0.088 -2.437 -0.2933
C 2.314 0.107 0.107 -0.1592
C 2.249 -1.275 0.123 0.0102
C 2.611 -1.973 1.271 -0.2709
O 2.623 -3.321 1.395 -0.0792
C 2.366 -4.106 0.248 -0.0662
C 3.007 -1.251 2.402 0.0189
C 3.065 0.124 2.374 0.0133
C 2.725 0.827 1.217 -0.2793
O 2.757 2.200 1.206 -0.1346
C 4.048 2.762 1.030 -0.0611
C -0.701 0.755 -1.246 -0.1871
C -1.964 1.514 -1.640 -0.1075
C -2.437 -1.672 1.397 -0.0204
C -1.383 -2.254 0.727 0.0071
H -1.116 -3.769 -3.018 0.0948
H -0.298 -2.175 -3.103 0.0917
H 0.651 -3.652 -2.841 0.0975
H -2.682 -2.231 -2.402 0.1091
H -4.537 -1.224 -1.197 0.1149
H -4.987 -1.179 2.338 0.1181
H -5.598 -0.565 0.797 0.1103
H -5.201 1.309 2.328 0.1198
H -3.524 0.785 2.610 0.1162
H -4.420 1.627 -0.058 0.1433
H -3.063 3.256 -0.983 0.1445
H -1.076 4.292 0.199 0.1250
H -0.868 4.061 -1.548 0.1229
H 1.189 3.362 -0.435 0.1195
H 0.269 2.350 0.703 0.1170
H 1.927 -1.766 -0.780 0.0989
H 2.488 -5.139 0.572 0.0965
H 3.084 -3.885 -0.547 0.1028
H 1.351 -3.953 -0.123 0.0710
H 3.273 -1.799 3.292 0.1221
H 3.371 0.676 3.249 0.1259
H 4.391 2.602 0.004 0.0827
H 4.768 2.335 1.736 0.0914
H 3.936 3.827 1.219 0.0952
H -0.486 -0.038 -1.962 0.1025
H -0.827 0.313 -0.246 0.1291
H -1.823 1.936 -2.637 0.1282
H -2.808 0.823 -1.665 0.0963
H -2.364 -1.511 2.462 0.1231
H -0.489 -2.548 1.254 0.1173
```